C28H28N2SiY as an isolated structure in a non-equilibrium geometry, computed with ωB97M-V/def2-TZVPD.

The geometry in XYZ format:
```
60
Properties=species:S:1:pos:R:3:nbo_charge:R:1
C -0.7261 -1.8715 -1.5039 -0.44
C 0.4417 -1.1601 -1.9233 -0.25
C 1.5882 -1.7831 -1.3313 -0.42
H 0.4702 -0.3376 -2.6441 0.26
C 1.1275 -2.9003 -0.5674 -0.39
C -0.2963 -2.9564 -0.6746 -0.39
H -0.9340 -3.7439 -0.2645 0.25
H -1.7500 -1.6728 -1.8360 0.26
H 2.6329 -1.5168 -1.5154 0.27
H 1.7611 -3.6327 -0.0605 0.25
Y 0.2357 -0.9051 0.5620 2.04
C 1.4794 3.4158 0.7293 -1.09
H 1.9728 2.6976 1.3933 0.22
H 0.8811 4.0894 1.3646 0.23
H 2.2358 4.0776 0.3195 0.25
Si 0.2520 2.5849 -0.4869 1.34
C -1.2579 3.1705 -1.4514 -0.46
C -1.7313 2.3440 -2.4872 -0.23
H -1.0803 1.5933 -2.9392 0.21
C -3.0562 2.4336 -2.9277 -0.22
H -3.4177 1.7728 -3.7172 0.21
C -3.9353 3.3426 -2.3326 -0.22
H -4.9806 3.3921 -2.6522 0.22
C -3.4848 4.1598 -1.2896 -0.23
H -4.1950 4.8342 -0.8050 0.22
C -2.1546 4.0822 -0.8594 -0.14
H -1.8261 4.7047 -0.0240 0.20
C 1.6898 2.3001 -1.8099 -0.33
C 1.6118 2.7700 -3.1224 -0.27
H 0.7742 3.4077 -3.4244 0.22
C 2.6082 2.4075 -4.0385 -0.20
H 2.5397 2.7481 -5.0640 0.22
C 3.6663 1.5923 -3.6431 -0.24
H 4.4029 1.2616 -4.3704 0.22
C 3.7955 1.2061 -2.3131 -0.21
H 4.6479 0.6063 -1.9996 0.20
C 2.8100 1.5695 -1.3938 -0.28
H 2.9218 1.2714 -0.3489 0.18
H 0.3199 0.9742 -0.4842 -0.42
H -0.8317 2.0953 0.4786 -0.29
C 2.9041 -2.8172 3.7077 -0.22
C 2.0070 -3.4513 4.5737 -0.12
C 0.6354 -3.3876 4.3272 -0.22
C 0.1686 -2.6666 3.2236 0.26
N 1.0566 -2.0166 2.4000 -0.62
C 2.3992 -2.1148 2.6105 0.07
C -1.2618 -2.5627 2.8562 0.15
C -2.2785 -3.2390 3.5426 -0.20
C -3.5932 -3.1401 3.0899 -0.12
C -3.8832 -2.3775 1.9526 -0.22
C -2.8376 -1.7133 1.3048 0.09
N -1.5606 -1.7773 1.7674 -0.58
H 3.9858 -2.8351 3.8471 0.25
H 2.3766 -3.9963 5.4361 0.25
H -0.0966 -3.8685 4.9707 0.24
H 3.0341 -1.5973 1.8766 0.23
H -1.9996 -3.8265 4.4104 0.23
H -4.3871 -3.6617 3.6164 0.25
H -4.8893 -2.2748 1.5458 0.25
H -2.9883 -1.1009 0.3993 0.24
```

Values from the calculation:
E_HOMO: -9.451 eV
calculated total energy: -1520.855379 Eh
relative energy (zero: lowest compared OMol25 entry of this formula, charge and spin): 0.0 kJ/mol
total charge: +1